<w>
The following is a quantum chemistry calculation of 6 unconnected molecules or ions with the total composition CH14O5, from OMol25.

Frontier orbital gap (eV): 11.020

Geometry as ORCA input:
```
! RIJCOSX wB97M-V def2-TZVPD def2/J DEFGRID3
* xyz 0 1
C 0.57 -1.83 -1.34
H 0.29 -2.45 -0.58
H -0.11 -1.05 -1.38
H 0.53 -2.14 -2.37
H 1.64 -1.63 -1.12
O 0.72 0.85 0.56
H 0.48 1.20 -0.35
H -0.14 0.97 1.01
O -2.69 0.07 0.34
H -2.19 -0.36 1.08
H -3.52 -0.45 0.18
O 3.45 1.21 -0.30
H 2.65 1.08 0.27
H 3.27 0.63 -1.07
O -0.57 -1.15 2.56
H -0.64 -0.77 3.37
H 0.38 -0.77 2.29
O -1.07 2.04 -1.08
H -1.70 1.74 -0.50
H -1.37 2.82 -1.59
*
```

Results of the Löwdin charge analysis, in e, for atoms 1 through 4: -0.02, -0.01, -0.02, 0.02

***

<x>
The following is a quantum chemistry calculation of 6 unconnected molecules or ions with the total composition CH14O5, from OMol25.

Frontier orbital gap (eV): 11.224

Geometry as ORCA input:
```
! RIJCOSX wB97M-V def2-TZVPD def2/J DEFGRID3
* xyz 0 1
C 3.24 -0.98 -2.55
H 2.72 -0.90 -1.59
H 4.24 -0.57 -2.43
H 2.73 -0.28 -3.21
H 3.24 -1.99 -2.91
O -1.85 -1.27 -1.61
H -1.03 -1.18 -1.12
H -2.04 -0.33 -1.76
O 1.38 1.09 3.29
H 1.81 0.23 3.36
H 2.09 1.73 3.40
O -3.56 -2.36 1.53
H -2.87 -2.61 0.93
H -3.87 -3.12 1.98
O 0.62 2.75 -1.38
H 0.59 2.94 -2.33
H 1.57 2.96 -1.25
O -0.15 0.60 0.74
H 0.63 0.95 1.17
H -0.62 1.42 0.50
*
```

Results of the Löwdin charge analysis, in e, for atoms 1 through 4: -0.05, 0.01, 0.01, 0.01

***

Stability, lowest: <w>

***

<w>
The following is a quantum chemistry calculation of 2 unconnected molecules or ions with the total composition ClH2NP2, from OMol25.

Frontier orbital gap (alpha / beta) (eV): 8.039 / 7.186

Geometry as ORCA input:
```
! RIJCOSX wB97M-V def2-TZVPD def2/J DEFGRID3
* xyz 0 1
N -2.25 -0.05 0.18
P -1.87 1.35 -0.27
P 0.21 0.83 0.38
Cl -4.59 -0.46 0.03
H 0.53 0.25 -0.86
H -0.14 -0.40 0.94
*
```

Results of the Löwdin charge analysis, in e, for atoms 1 through 4: -0.62, 0.51, 0.53, -0.08

***

<x>
The following is a quantum chemistry calculation of ClH2NP2 in the gas phase, from OMol25.

Frontier orbital gap (eV): 8.017

Geometry as ORCA input:
```
! RIJCOSX wB97M-V def2-TZVPD def2/J DEFGRID3
* xyz 0 1
H -0.65 2.17 -0.43
N -0.07 1.58 0.11
P -0.10 0.07 -0.07
Cl -2.04 -0.86 -0.02
P 1.72 -0.91 -0.04
H 1.12 -2.05 0.45
*
```

Results of the Löwdin charge analysis, in e, for atoms 1 through 4: -0.04, -0.30, 0.06, 0.09

***

Stability, lowest: <w>

***

<w>
The following is a quantum chemistry calculation of C3H2F2O2 in the gas phase, from OMol25.

Frontier orbital gap (eV): 11.762

Geometry as ORCA input:
```
! RIJCOSX wB97M-V def2-TZVPD def2/J DEFGRID3
* xyz 0 1
O -2.39 0.13 -0.29
C -1.20 0.24 -0.13
O -0.43 1.21 0.40
C 0.80 0.44 0.43
F 1.65 0.98 -0.37
C 0.01 -0.71 -0.34
F -0.01 -1.94 0.15
H 1.25 0.51 1.48
H 0.32 -0.85 -1.32
*
```

Results of the Löwdin charge analysis, in e, for atoms 1 through 4: 0.15, -0.38, 0.11, -0.26

***

<x>
The following is a quantum chemistry calculation of 2 unconnected molecules or ions with the total composition C3H2F2O2, from OMol25.

Frontier orbital gap (eV): 9.029

Geometry as ORCA input:
```
! RIJCOSX wB97M-V def2-TZVPD def2/J DEFGRID3
* xyz 0 1
O -3.37 1.68 -0.25
C -2.47 0.96 -0.15
C -1.54 0.24 0.41
F -0.73 -0.62 -0.25
H -1.31 0.39 1.44
O 2.12 0.00 0.77
C 2.31 -0.66 -0.18
F 2.56 -0.17 -1.38
H 2.43 -1.81 -0.42
*
```

Results of the Löwdin charge analysis, in e, for atoms 1 through 4: 0.19, -0.15, -0.14, -0.01

***

Stability, lowest: <x>